Record 1
{
  "formula": "C2N4O2S",
  "method": "ωB97M-V with the def2-TZVPD basis set",
  "e_homo_ha": -0.008,
  "charge": -2,
  "mol_weight_g_mol": 144.12,
  "energy_ev": -22962.541,
  "symbols": ["C", "C", "N", "N", "N", "N", "O", "O", "S"],
  "positions_angstrom": [[-2.179066, -0.632884, 0.127440], [2.179909, -0.078735, 0.021305], [-1.308833, -1.359240, 0.240170], [-1.036043, 1.386680, -0.132088], [-0.036143, 0.876304, -0.013603], [0.691782, -0.101060, 0.053336], [2.654588, -1.183303, -0.221193], [2.696430, 1.092954, 0.065156], [-3.662622, -0.000714, -0.140525]],
  "forces_ev_per_a": [[-2.113, 0.024, -0.388], [-0.044, 2.598, -1.359], [1.863, -2.703, 0.725], [0.179, 1.866, 0.111], [0.956, -1.211, -0.328], [0.970, 0.431, 0.397], [0.476, -0.205, 0.563], [-0.306, -1.737, 0.436], [-1.983, 0.936, -0.156]],
  "mulliken_charge": [0.146, 0.455, -0.515, -0.509, 0.823, -0.323, -0.687, -0.770, -0.620]
}

=====

Record 2
{
  "formula": "C5H11NO",
  "method": "ωB97M-V with the def2-TZVPD basis set",
  "e_homo_ha": [-0.521, -0.538],
  "charge": 1,
  "s_squared": 0.76,
  "multiplicity": 2,
  "mol_weight_g_mol": 101.15,
  "energy_ev": -8892.316,
  "symbols": ["C", "N", "C", "C", "C", "C", "H", "H", "H", "H", "H", "H", "H", "H", "H", "H", "H", "O"],
  "positions_angstrom": [[-1.521659, -1.172585, -0.889195], [-0.924256, 0.658894, 1.290799], [-0.265327, 0.809578, 0.151834], [-0.664866, 0.034520, -0.963303], [1.275404, 2.555278, 0.982550], [0.937658, 1.635453, 0.081659], [-1.466763, -1.709381, -1.835105], [-1.263985, -1.724451, 0.014177], [-2.571311, -0.902717, -0.801100], [-0.861150, 1.331737, 2.037683], [-1.747032, 0.081690, 1.346883], [-0.033630, 0.134896, -1.843714], [0.839334, 2.831899, 1.942083], [2.193766, 3.088327, 0.786617], [1.488829, 1.530565, -0.840507], [0.949189, -2.564540, -0.407355], [1.773085, -3.791551, -0.482309], [1.862713, -2.827610, -0.571697]],
  "forces_ev_per_a": [[-0.256, 0.936, -0.352], [-0.459, 0.416, -0.105], [0.031, -0.325, 0.511], [1.130, -0.709, -0.203], [0.959, 0.118, 0.115], [-1.147, 0.309, -0.084], [0.238, -0.371, 0.376], [-0.020, -0.488, -0.157], [-0.366, 0.126, 0.194], [0.465, -0.032, 0.188], [-0.128, -0.117, -0.177], [-0.301, 0.295, 0.008], [-0.389, -0.383, -0.342], [0.062, 0.214, -0.011], [0.204, 0.028, 0.038], [0.151, 0.197, -0.035], [0.479, 0.260, -0.117], [-0.653, -0.472, 0.155]],
  "mulliken_charge": [-1.457, -0.295, 1.149, -0.190, -0.852, -0.159, 0.331, 0.486, 0.427, 0.216, 0.233, 0.347, 0.224, 0.270, 0.282, 0.276, 0.331, -0.619]
}

=====

Record 3
{
  "formula": "C29H49FO42S11",
  "method": "ωB97M-V with the def2-TZVPD basis set",
  "e_homo_ha": -0.338,
  "smiles": "CC[C@H](F)C1=C(S)C(=O)C=CC1=O.O=S1(=O)OCCO1.O=S1(=O)OCCO1.O=S1(=O)OCCO1.O=S1(=O)OCCO1.O=S1(=O)OCCO1.O=S1(=O)OCCO1.O=S1(=O)OCCO1.O=S1(=O)OCCO1.O=S1(=O)OCCO1.O=S1(=O)OCCO1",
  "mol_weight_g_mol": 1441.40,
  "energy_ev": -238744.102,
  "symbols": ["C", "C", "C", "F", "C", "C", "S", "C", "O", "C", "C", "C", "O", "H", "H", "H", "H", "H", "H", "H", "H", "H", "O", "S", "O", "O", "C", "C", "O", "H", "H", "H", "H", "O", "S", "O", "O", "C", "C", "O", "H", "H", "H", "H", "O", "S", "O", "O", "C", "C", "O", "H", "H", "H", "H", "O", "S", "O", "O", "C", "C", "O", "H", "H", "H", "H", "O", "S", "O", "O", "C", "C", "O", "H", "H", "H", "H", "O", "S", "O", "O", "C", "C", "O", "H", "H", "H", "H", "O", "S", "O", "O", "C", "C", "O", "H", "H", "H", "H", "O", "S", "O", "O", "C", "C", "O", "H", "H", "H", "H", "O", "S", "O", "O", "C", "C", "O", "H", "H", "H", "H", "O", "S", "O", "O", "C", "C", "O", "H", "H", "H", "H"],
  "positions_angstrom": [[-2.238146, 4.028950, 1.434677], [-0.782595, 4.526841, 0.780067], [-0.382715, 6.055576, 1.218266], [-1.540503, 6.977294, 1.385868], [0.730453, 6.785342, 0.260617], [0.514000, 7.197094, -1.172056], [-1.135915, 6.891601, -2.012346], [1.693480, 7.972778, -2.068334], [1.711214, 7.936393, -3.404396], [2.800804, 8.828809, -1.163692], [3.079677, 8.483028, 0.276971], [2.234906, 7.172497, 0.880360], [2.747170, 6.408744, 1.884897], [-2.713946, 3.147933, 0.812778], [-2.123767, 3.715500, 2.573711], [-3.043809, 4.902946, 1.431343], [0.031146, 3.811228, 1.279881], [-0.760754, 4.315004, -0.370527], [0.115282, 5.969508, 2.299769], [-1.038020, 5.705468, -2.789362], [3.353882, 9.758035, -1.635514], [3.842640, 9.112986, 0.926085], [-1.296860, 1.423744, 0.196036], [-2.573215, 0.857417, -0.179892], [-3.752404, 1.658846, -0.411468], [-2.944315, -0.315022, 0.890421], [-3.112439, -1.552571, 0.200930], [-2.221072, -1.455595, -1.034295], [-2.340951, -0.105273, -1.475927], [-4.166482, -1.645504, -0.079971], [-2.833620, -2.389680, 0.846517], [-2.525492, -2.147728, -1.822997], [-1.171591, -1.635139, -0.778009], [4.219472, 8.042721, -8.779007], [3.739330, 9.266120, -8.175777], [3.401535, 10.442318, -8.943147], [4.782183, 9.696020, -6.998686], [4.089695, 9.770492, -5.753653], [2.934972, 8.779049, -5.869307], [2.474992, 8.897081, -7.213654], [3.719931, 10.793522, -5.630239], [4.762845, 9.525664, -4.927698], [2.128016, 8.995527, -5.165226], [3.281776, 7.751043, -5.720107], [2.144084, -5.560618, -0.387051], [1.520380, -4.256975, -0.335682], [0.263985, -3.959429, -0.983249], [2.620549, -3.148198, -0.802733], [2.811058, -2.197229, 0.243478], [2.512915, -2.949504, 1.537662], [1.414861, -3.804524, 1.227832], [2.101637, -1.377309, 0.091817], [3.830871, -1.803893, 0.220182], [2.258205, -2.277639, 2.360761], [3.359193, -3.579602, 1.831126], [1.857814, 1.902420, 3.726813], [0.568624, 2.477720, 4.040104], [-0.660096, 2.041183, 3.418746], [0.682737, 4.096519, 3.884008], [0.350519, 4.718500, 5.124155], [0.724979, 3.704760, 6.202037], [0.371920, 2.434751, 5.658710], [-0.725940, 4.917926, 5.127573], [0.894541, 5.660176, 5.236230], [0.197196, 3.882215, 7.142104], [1.804654, 3.705236, 6.385431], [2.135956, 7.236641, 9.008264], [2.787449, 6.042691, 8.517174], [2.094514, 4.789786, 8.326202], [4.108504, 5.770980, 9.433080], [5.268869, 5.761649, 8.603224], [4.935579, 6.674021, 7.425848], [3.563699, 6.419208, 7.132942], [5.440198, 4.733362, 8.268829], [6.140587, 6.111457, 9.162702], [5.560310, 6.472064, 6.552523], [5.030986, 7.728626, 7.705200], [-0.073141, -5.759446, -2.792083], [0.250777, -6.999356, -2.122135], [1.133175, -7.070129, -0.980746], [0.766780, -8.063756, -3.244049], [-0.070070, -9.218951, -3.224082], [-1.432465, -8.727317, -2.742523], [-1.145312, -7.752506, -1.742490], [0.360223, -9.939128, -2.520704], [-0.121799, -9.669554, -4.218846], [-2.044466, -9.533379, -2.330832], [-1.980417, -8.230969, -3.550432], [-4.497247, -0.543452, 2.000798], [-5.271369, -0.705473, 3.211424], [-4.670364, -0.920568, 4.507158], [-6.380453, -1.872211, 2.953436], [-7.687793, -1.339499, 3.159045], [-7.580025, 0.145982, 2.825201], [-6.307134, 0.549406, 3.324978], [-7.955013, -1.488858, 4.210155], [-8.413451, -1.853887, 2.523357], [-8.378370, 0.734797, 3.283147], [-7.584267, 0.307788, 1.742090], [-5.906090, -7.858146, -3.752550], [-4.668024, -7.270869, -4.214533], [-3.483399, -8.049051, -4.492921], [-4.267705, -6.061996, -3.196560], [-4.170774, -4.839250, -3.925045], [-5.127487, -4.990401, -5.104695], [-4.997757, -6.348527, -5.518750], [-3.136985, -4.728000, -4.267757], [-4.434366, -3.992532, -3.285621], [-4.885991, -4.311995, -5.926411], [-6.165164, -4.829885, -4.793580], [-1.178908, -5.181685, -5.129817], [-0.656534, -6.421771, -5.659383], [0.002178, -7.412150, -4.839840], [0.310201, -6.067650, -6.923472], [-0.178559, -6.721038, -8.093682], [-1.684593, -6.856860, -7.886000], [-1.844854, -7.156292, -6.501284], [0.300261, -7.703290, -8.160453], [0.064174, -6.137452, -8.985749], [-2.120857, -7.645218, -8.504011], [-2.197235, -5.910512, -8.088372], [4.309156, -4.060724, 4.058607], [4.633074, -5.300633, 4.728555], [5.515471, -5.371406, 5.869944], [5.149076, -6.365033, 3.606641], [4.312226, -7.520228, 3.626608], [2.949832, -7.028595, 4.108167], [3.236985, -6.053784, 5.108199], [4.742519, -8.240406, 4.329986], [4.260497, -7.970832, 2.631844], [2.337830, -7.834656, 4.519857], [2.401880, -6.532247, 3.300257]],
  "forces_ev_per_a": [[-0.701, 0.779, 0.219], [-0.336, -0.873, 0.741], [0.832, -0.180, 0.943], [2.310, -1.821, -0.691], [0.504, 1.931, -3.682], [1.365, -1.310, 2.780], [1.150, -0.448, 0.226], [0.062, -0.104, -3.439], [-0.118, 0.264, 8.564], [0.286, -1.039, 3.584], [-2.033, -0.164, -4.275], [1.854, -2.851, 4.142], [-3.268, 5.034, -6.341], [1.292, 2.212, 1.552], [-0.056, 0.559, -2.604], [1.869, -1.687, -0.173], [-1.589, 1.747, -1.240], [-0.111, 0.752, 2.231], [-1.161, 0.385, -2.469], [0.656, 1.352, 1.050], [-1.273, -2.249, 0.812], [-1.785, -1.762, -1.419], [-1.669, -0.401, -0.573], [0.550, -0.962, 0.292], [1.449, -0.659, 0.116], [4.009, 1.554, -3.575], [-0.086, -0.347, -0.587], [0.486, -0.526, 0.564], [-0.665, 0.837, 0.430], [0.088, -0.031, 0.029], [0.029, 0.331, 0.010], [0.031, 0.312, 0.007], [-0.156, -0.152, -0.059], [-0.486, 1.764, 0.512], [-0.147, -0.211, -0.311], [0.417, -1.643, 0.738], [-0.496, -0.548, -0.698], [-0.519, 0.221, 0.418], [0.316, -0.221, 0.534], [0.819, 0.750, -0.829], [0.005, -0.084, 0.034], [0.033, -0.037, -0.328], [0.167, -0.022, -0.505], [-0.052, 0.126, 0.116], [1.417, 6.041, 1.453], [0.732, -0.518, 0.174], [1.455, -0.295, 1.199], [-0.460, -0.639, 0.262], [-0.260, 0.549, 0.433], [0.895, 0.106, 0.053], [-0.490, 0.045, -0.998], [0.087, -0.004, 0.072], [-0.157, -0.241, -0.143], [-0.170, -0.215, -0.161], [-0.068, 0.195, 0.008], [-1.725, 0.639, 0.065], [-0.008, -0.439, 0.039], [1.798, 0.255, 0.764], [0.270, -1.022, 0.110], [-0.464, 0.191, 0.621], [0.560, 0.468, 0.015], [-0.380, 0.000, -1.328], [0.073, 0.015, 0.037], [0.049, -0.233, -0.219], [0.034, -0.274, -0.287], [-0.292, 0.038, -0.044], [0.608, -1.851, -0.579], [-0.096, 0.458, 0.349], [0.702, 1.841, 0.424], [-0.927, 0.493, -0.569], [0.465, -0.300, -0.532], [0.570, 0.433, 0.366], [-0.588, -0.751, 0.752], [0.037, 0.111, -0.001], [-0.333, -0.007, 0.068], [-0.342, -0.081, 0.049], [0.067, -0.107, -0.017], [0.805, -1.727, 1.123], [0.322, -0.791, 0.304], [-4.024, -3.494, -3.160], [1.521, -1.231, 5.319], [-0.066, -0.542, 0.636], [0.013, -0.096, -0.919], [0.900, 0.390, 0.224], [-0.043, -0.011, -0.065], [0.106, 0.303, 0.113], [0.131, 0.217, 0.184], [0.595, -0.484, 0.620], [-4.040, -0.857, 4.221], [0.106, 0.090, 0.464], [-0.565, 0.392, -1.823], [0.461, 0.689, -0.143], [-0.513, 0.224, 0.407], [-0.322, -0.232, -0.564], [0.500, -0.863, 0.397], [-0.036, 0.042, -0.099], [0.318, -0.007, 0.019], [0.327, -0.014, 0.080], [-0.087, -0.034, 0.080], [1.854, 0.433, -0.532], [-0.480, 0.204, 0.214], [-2.401, 0.692, -0.135], [-0.622, -1.068, -0.634], [0.517, 0.657, -0.599], [-0.387, 0.559, 0.513], [0.674, -0.724, 0.670], [-0.187, 0.027, 0.062], [-0.084, -0.342, 0.061], [0.069, -0.335, 0.029], [0.084, 0.055, -0.041], [0.729, -1.567, -0.814], [-0.166, 0.287, -0.156], [-2.983, 3.279, -5.731], [-0.760, 0.175, 0.586], [-0.125, -0.515, -0.357], [0.023, 0.482, -0.420], [0.859, 0.166, 0.150], [-0.075, 0.063, -0.051], [0.037, 0.059, 0.315], [0.045, 0.007, 0.325], [0.063, -0.072, -0.099], [0.688, -1.390, 0.944], [0.086, 0.111, 0.195], [-1.218, 0.413, -1.455], [-0.519, 0.920, 0.500], [-0.299, -0.655, 0.258], [-0.174, -0.142, -0.814], [1.174, 0.315, 0.102], [-0.072, 0.033, -0.060], [0.110, 0.307, 0.105], [0.165, 0.257, 0.163], [0.035, -0.138, 0.003]],
  "mulliken_charge": [-0.430, -0.080, 0.906, -0.375, 0.130, 0.073, -0.177, 0.244, -0.455, -0.261, -0.408, 0.274, -0.507, -0.062, 0.050, 0.375, 0.033, 0.297, -0.346, 0.178, 0.283, 0.311, -0.502, 1.272, -0.672, -0.069, -0.430, 0.034, -0.380, 0.248, 0.456, 0.163, 0.024, -0.542, 1.092, -0.533, -0.327, -0.263, -0.216, -0.308, 0.321, 0.275, 0.276, 0.238, -0.627, 1.379, -0.478, -0.357, -0.280, -0.341, -0.391, 0.214, 0.321, 0.376, 0.227, -0.637, 1.036, -0.441, -0.185, -0.324, -0.401, -0.302, 0.274, 0.342, 0.353, 0.297, -0.570, 1.090, -0.514, -0.303, -0.356, -0.344, -0.252, 0.282, 0.312, 0.330, 0.296, -0.411, 1.239, -0.629, -0.298, -0.480, 0.397, -0.380, 0.319, 0.347, 0.377, -0.280, -0.456, 1.000, -0.608, -0.340, -0.378, -0.302, -0.330, 0.302, 0.311, 0.325, 0.256, -0.596, 0.997, -0.441, -0.278, 0.235, -0.453, -0.313, -0.033, 0.306, 0.326, 0.325, -0.713, 1.168, -0.598, -0.340, -0.425, -0.380, -0.228, 0.271, 0.320, 0.333, 0.304, -0.479, 1.072, -0.557, -0.306, -0.341, -0.161, -0.305, 0.290, 0.328, 0.302, 0.155]
}

=====

> What is the formula in the first record?

C2N4O2S